A 2-piece molecular cluster, C7H12NO overall at a distorted geometry, computed with ωB97M-V/def2-TZVPD.

molecular weight: 126.179 g/mol
LUMO: -0.112 Eh
total charge: +1
calculated total energy: -10979.35648 eV
strongest force on any atom: 3.941 eV/A
frontier orbital gap: 0.3644 Ha
2S+1: 1
energy relative to the best compared isomer or geometry (same formula, charge and spin): 5.068 eV

Last column: natural (NBO) charge in e.
Geometry (Å):
C 3.64 0.18 0.68  -0.58
C 2.48 -0.10 -0.31  -0.48
C 1.49 0.68 -0.43  0.71
C -1.07 -1.75 -0.01  -0.39
C -0.52 -1.17 -1.32  -0.12
C -1.33 -0.40 -0.63  0.08
C -2.72 0.98 0.76  -0.39
N -1.88 0.92 -0.50  -0.55
O 0.62 1.42 -0.75  -0.58
H 3.23 1.00 1.38  0.22
H 4.60 0.45 0.28  0.24
H 2.36 -1.19 -0.59  0.28
H -1.84 -2.51 0.09  0.21
H -0.41 -1.81 0.90  0.19
H 3.60 -0.69 1.31  0.23
H 0.14 -1.33 -2.18  0.26
H -2.07 1.18 1.52  0.23
H -3.51 1.61 0.54  0.23
H -3.19 -0.04 1.01  0.24
H -1.06 1.63 -0.53  0.50
H -2.57 0.94 -1.25  0.45



A 8-piece molecular cluster, C46H79BBr2ClN4O28P2 overall at a distorted geometry, computed with ωB97M-V/def2-TZVPD.

molecular weight: 1404.159 g/mol
LUMO: -0.090 Eh
total charge: +1
calculated total energy: -284133.38676 eV
strongest force on any atom: 3.442 eV/A
frontier orbital gap: 0.3343 Ha
2S+1: 1

Last column: Löwdin charge in e.
Geometry (Å):
C 6.88 1.57 -3.43  -0.05
C 5.55 2.12 -4.02  -0.17
C 4.44 2.25 -2.92  -0.25
C 4.79 3.66 -2.36  -0.02
N 3.13 1.85 -3.54  0.07
C 2.89 0.35 -3.51  -0.19
C 2.63 -0.21 -4.95  -0.04
B 4.17 -0.59 -3.13  -0.56
N 4.71 -0.76 -1.76  0.14
O 4.96 -1.17 -4.12  0.14
C 1.64 -0.09 -2.67  -0.29
C 1.73 -1.50 -2.11  -0.60
Br 1.29 -2.93 -3.33  0.93
C 2.00 -1.91 -0.88  -0.70
C 2.00 -3.35 -0.47  -0.16
Br 2.50 -0.71 0.49  0.97
O 1.02 0.83 -1.79  -0.09
C 1.14 2.23 -2.02  -0.40
C -0.28 2.85 -1.87  -0.09
C -0.41 4.31 -1.35  -0.26
N -1.48 4.72 -0.87  0.14
C 1.95 2.71 -0.77  -0.12
P 1.12 2.47 0.85  0.45
O 0.56 3.72 1.39  -0.27
O 2.33 2.11 1.87  -0.18
O 0.02 1.33 0.99  -0.13
C 1.84 2.64 -3.36  -0.22
C 2.02 4.17 -3.41  -0.19
C 2.77 4.72 -4.64  -0.26
C 3.05 6.22 -4.39  -0.58
Cl 4.53 6.78 -5.19  0.60
P 0.67 2.46 -4.89  0.61
N -0.48 1.43 -4.75  -0.09
O 1.53 2.24 -6.24  -0.11
O -0.10 3.84 -5.30  -0.13
H 7.62 2.38 -3.43  0.09
H 6.77 1.21 -2.41  0.08
H 7.29 0.82 -4.10  0.08
H 5.26 1.39 -4.79  0.11
H 5.70 3.07 -4.52  0.11
H 4.72 1.70 -2.03  0.13
H 5.79 3.59 -1.94  0.11
H 4.87 4.46 -3.10  0.07
H 4.18 3.99 -1.52  0.08
H 3.30 1.98 -4.54  0.12
H 1.61 -0.02 -5.29  0.07
H 2.71 -1.29 -4.95  0.05
H 3.35 0.19 -5.66  0.10
H 5.72 -0.61 -1.78  0.07
H 4.64 -1.77 -1.57  0.06
H 5.84 -0.78 -4.04  0.09
H 0.87 -0.33 -3.43  0.09
H 0.96 -3.67 -0.50  0.09
H 2.31 -3.43 0.57  0.06
H 2.62 -3.96 -1.13  0.05
H -0.90 2.80 -2.77  0.10
H -0.81 2.23 -1.14  0.12
H 0.45 4.97 -1.42  0.10
H -2.18 3.97 -0.88  0.08
H 2.84 2.08 -0.74  0.09
H 2.20 3.76 -0.78  0.09
H 1.99 1.55 2.58  0.07
H -0.17 0.78 0.20  0.03
H 2.50 4.61 -2.53  0.09
H 1.08 4.70 -3.37  0.11
H 2.19 4.69 -5.57  0.10
H 3.70 4.19 -4.85  0.08
H 2.21 6.76 -4.84  0.08
H 3.04 6.48 -3.33  0.08
H -0.46 1.01 -3.83  -0.01
H 2.38 2.71 -6.23  0.07
H -0.71 4.02 -4.56  0.08
C -1.34 6.34 2.74  -0.04
C -1.90 7.61 2.15  -0.33
C -0.95 8.33 1.23  -0.10
O -1.36 9.70 1.38  0.06
C -1.93 9.82 2.61  -0.56
O -2.20 10.85 3.12  0.17
O -2.14 8.60 3.16  0.09
H -0.85 5.73 1.98  0.06
H -0.62 6.56 3.54  0.09
H -2.14 5.75 3.19  0.09
H -2.85 7.40 1.65  0.16
H -1.05 8.01 0.19  0.13
H 0.10 8.24 1.54  0.14
C 5.95 -4.41 3.50  -0.01
C 5.11 -4.79 2.31  -0.32
C 5.52 -6.09 1.65  -0.08
O 5.13 -5.87 0.28  0.08
C 5.15 -4.54 0.07  -0.57
O 5.07 -4.03 -1.01  0.14
O 5.28 -3.86 1.22  0.08
H 6.09 -5.26 4.17  0.10
H 6.92 -4.03 3.19  0.09
H 5.47 -3.62 4.07  0.09
H 4.05 -4.81 2.58  0.16
H 5.00 -6.95 2.06  0.14
H 6.60 -6.27 1.68  0.14
C -5.00 -1.62 -3.41  -0.01
C -3.52 -1.80 -3.17  -0.31
C -3.16 -3.05 -2.42  -0.08
O -1.96 -2.66 -1.74  0.06
C -2.00 -1.32 -1.58  -0.54
O -1.25 -0.69 -0.89  0.14
O -3.00 -0.77 -2.30  0.09
H -5.45 -2.55 -3.78  0.09
H -5.51 -1.31 -2.50  0.10
H -5.18 -0.85 -4.16  0.09
H -2.97 -1.74 -4.12  0.16
H -2.97 -3.89 -3.08  0.14
H -3.90 -3.34 -1.68  0.10
C -0.11 3.75 4.62  -0.02
C 0.21 3.98 6.07  -0.32
C 1.45 3.26 6.54  -0.10
O 1.17 3.03 7.93  0.06
C -0.18 2.99 8.06  -0.55
O -0.74 2.61 9.04  0.16
O -0.79 3.41 6.93  0.09
H 0.77 3.86 3.98  0.08
H -0.54 2.76 4.46  0.10
H -0.85 4.47 4.28  0.05
H 0.28 5.05 6.29  0.16
H 2.35 3.86 6.43  0.14
H 1.60 2.29 6.05  0.14
C -5.31 -8.76 -0.79  -0.01
C -5.74 -7.41 -1.29  -0.32
C -4.83 -6.83 -2.34  -0.08
O -4.99 -5.41 -2.14  0.03
C -5.34 -5.24 -0.83  -0.56
O -5.36 -4.18 -0.28  0.15
O -5.66 -6.41 -0.25  0.10
H -5.05 -9.43 -1.61  0.09
H -4.46 -8.68 -0.11  0.09
H -6.12 -9.23 -0.22  0.09
H -6.77 -7.45 -1.64  0.11
H -5.13 -7.10 -3.35  0.14
H -3.78 -7.09 -2.20  0.14
C -0.65 -0.61 9.33  -0.02
C 0.51 -1.25 10.06  -0.32
C 1.64 -0.29 10.37  -0.09
O 2.78 -1.16 10.37  0.06
C 2.50 -2.21 9.56  -0.57
O 3.29 -3.00 9.18  0.16
O 1.18 -2.22 9.24  0.08
H -0.94 0.33 9.79  0.07
H -0.40 -0.44 8.28  0.09
H -1.51 -1.28 9.34  0.09
H 0.16 -1.75 10.96  0.16
H 1.52 0.19 11.34  0.14
H 1.77 0.48 9.61  0.13
C -12.04 -5.68 -1.66  -0.02
C -10.91 -6.48 -1.06  -0.32
C -9.61 -5.72 -0.93  -0.08
O -8.63 -6.77 -1.04  0.03
C -9.20 -7.77 -1.76  -0.55
O -8.60 -8.70 -2.20  0.17
O -10.53 -7.57 -1.91  0.10
H -12.11 -4.69 -1.21  0.09
H -11.91 -5.58 -2.74  0.09
H -12.99 -6.19 -1.50  0.09
H -11.22 -6.90 -0.10  0.16
H -9.52 -5.21 0.02  0.14
H -9.45 -5.00 -1.74  0.14



A 2-piece molecular cluster, C5H10FN2O2 overall at a distorted geometry, computed with ωB97M-V/def2-TZVPD.

molecular weight: 149.145 g/mol
LUMO (alpha / beta): -0.213 / -0.144 Eh
total charge: +1
calculated total energy: -15125.31209 eV
strongest force on any atom: 6.381 eV/A
frontier orbital gap (alpha / beta): 0.2259 / 0.3284 Ha
2S+1: 1
energy relative to the best compared isomer or geometry (same formula, charge and spin): 0.403 eV

Last column: natural (NBO) charge in e.
Geometry (Å):
C 0.58 -0.62 0.01  -0.24
C 1.24 -0.09 -1.04  -0.04
C -1.28 -1.35 1.46  -0.66
C -0.95 2.20 0.71  0.13
C -0.87 -0.63 0.18  0.20
N -1.78 -0.38 -0.79  0.46
N 2.72 -0.04 -1.01  -0.70
O -1.35 0.00 -1.82  -0.40
O -2.94 -0.43 -0.47  -0.35
F 0.24 2.26 0.20  -0.32
H 1.18 -0.98 0.85  0.24
H 0.84 0.37 -1.97  0.27
H -1.52 -2.35 1.21  0.25
H -0.55 -1.26 2.25  0.23
H -2.17 -0.98 1.78  0.25
H -1.03 1.44 1.45  0.15
H -1.74 2.72 0.19  0.18
H 3.29 -0.74 -1.48  0.45
H 3.05 0.11 -0.06  0.45
H 3.04 0.75 -1.65  0.46



One molecule with the formula C23H30N2O7S at a distorted geometry, computed with ωB97M-V/def2-TZVPD.

molecular weight: 478.567 g/mol
LUMO: 0.008 Eh
calculated total energy: -52484.49329 eV
structure (SMILES): CCOc1cc(C(=O)Nc2ccc(S(=O)(=O)N3CCOCC3)cc2)cc(OCC)c1OCC
strongest force on any atom: 1.110 eV/A
frontier orbital gap: 0.3130 Ha
2S+1: 1
energy relative to the best compared isomer or geometry (same formula, charge and spin): 0.290 eV

Last column: natural (NBO) charge in e.
Geometry (Å):
C -7.02 -0.25 2.76  -0.62
C -5.90 -0.70 1.83  -0.05
H -5.24 -1.40 2.34  0.19
H -6.32 -1.18 0.94  0.17
O -5.19 0.48 1.47  -0.50
C -4.06 0.45 0.72  0.29
C -3.51 1.71 0.49  -0.21
C -2.36 1.88 -0.25  -0.15
C -1.71 0.76 -0.77  -0.32
C -2.20 -0.51 -0.51  0.34
C -3.41 -0.69 0.20  0.17
O -3.93 -1.94 0.45  -0.52
C -4.12 -2.82 -0.65  -0.06
C -4.98 -2.22 -1.76  -0.64
H -5.95 -1.91 -1.36  0.21
H -4.49 -1.35 -2.19  0.21
H -5.14 -2.95 -2.54  0.22
H -4.61 -3.68 -0.21  0.18
H -3.15 -3.13 -1.06  0.20
O -1.56 -1.65 -0.92  -0.53
C -0.15 -1.63 -1.07  -0.06
C 0.32 -1.42 -2.51  -0.64
H 1.40 -1.46 -2.52  0.24
H -0.08 -2.20 -3.15  0.21
H 0.00 -0.46 -2.90  0.20
H 0.18 -2.62 -0.73  0.19
H 0.29 -0.88 -0.41  0.18
H -0.83 0.87 -1.38  0.23
C -1.91 3.26 -0.53  0.68
O -2.68 4.19 -0.69  -0.58
N -0.55 3.49 -0.67  -0.63
C 0.52 2.65 -0.40  0.17
C 0.53 1.85 0.75  -0.19
C 1.56 0.94 0.94  -0.19
C 2.57 0.84 0.00  -0.37
C 2.61 1.68 -1.10  -0.16
C 1.59 2.60 -1.29  -0.24
H 1.60 3.25 -2.15  0.22
H 3.42 1.59 -1.80  0.24
S 3.77 -0.47 0.09  2.32
O 3.62 -1.14 1.36  -0.95
O 3.65 -1.26 -1.10  -0.95
N 5.19 0.40 -0.02  -0.68
C 5.59 1.04 1.22  -0.26
H 6.21 1.90 0.97  0.21
C 6.36 0.07 2.12  -0.10
H 5.68 -0.72 2.46  0.19
O 7.46 -0.50 1.43  -0.52
C 7.03 -1.20 0.29  -0.09
H 6.34 -2.02 0.58  0.17
C 6.30 -0.27 -0.69  -0.26
H 6.98 0.50 -1.06  0.20
H 5.88 -0.83 -1.52  0.24
H 7.92 -1.62 -0.17  0.20
H 6.78 0.59 2.98  0.20
H 4.68 1.38 1.72  0.22
H 1.58 0.29 1.80  0.25
H -0.27 1.93 1.46  0.23
H -0.34 4.38 -1.11  0.41
H -4.03 2.57 0.89  0.24
H -7.61 -1.12 3.06  0.21
H -6.61 0.22 3.64  0.21
H -7.67 0.46 2.25  0.21